# C22H32Cl2GdN3O3

A structure of composition C22H32Cl2GdN3O3 in a non-equilibrium geometry (ωB97M-V/def2-TZVPD, the Open Molecules 2025 dataset).

## Properties
strongest force on any atom = 0.0427 hartree/bohr
orbital gap (spin up / spin down) = 0.24590 / 0.15149 Ha
energy = -2933.53607 hartree
2S+1 = 8
HOMO energy (spin up / spin down) = -6.62 / -4.35 eV
lowest unoccupied orbital energy (spin up / spin down) = 0.07 / -0.23 eV

The geometry in XYZ format:
```
63
Properties=species:S:1:pos:R:3:forces:R:3
O -1.709 -0.250 1.065 0.0 0.4 0.3
C -2.648 -1.062 0.822 -0.7 0.0 -1.2
C -3.686 -1.155 1.825 -0.5 -0.4 0.6
C -3.328 -0.855 3.161 -0.5 0.1 -0.3
H -2.253 -0.811 3.370 -0.5 0.2 0.2
C -4.327 -0.613 4.104 0.2 -0.4 -0.1
H -4.023 -0.309 5.109 -0.3 -0.3 -0.2
C -5.685 -0.762 3.759 0.7 0.4 -0.1
H -6.453 -0.632 4.522 0.1 0.1 -0.3
C -6.021 -1.037 2.433 -0.1 -0.5 -0.2
H -7.071 -1.070 2.152 0.1 -0.1 0.0
C -5.045 -1.293 1.466 0.5 0.2 0.5
H -5.288 -1.557 0.431 -0.1 0.3 0.4
H -2.722 -1.498 -0.203 -0.6 0.8 0.9
C -1.629 -4.123 0.333 -0.6 -0.2 0.1
C -1.528 -2.917 -0.551 1.5 -0.6 -0.2
H -1.266 -5.085 -0.096 -0.1 0.6 -0.1
H -2.705 -4.275 0.610 0.9 0.0 0.0
H -1.033 -3.958 1.253 -0.4 0.0 -0.3
C -0.723 -2.635 -1.577 -0.2 0.0 -0.4
C 0.184 -3.683 -2.218 0.0 -0.5 0.6
H -0.730 -1.671 -2.138 -0.3 -0.7 0.8
H -0.317 -4.666 -2.178 0.2 0.3 -0.2
H 1.104 -3.800 -1.622 -0.1 0.1 -0.3
H 0.444 -3.450 -3.261 -0.1 0.0 0.4
Gd 0.227 0.149 0.198 -0.8 -1.1 -0.3
Cl 0.859 -1.364 2.326 0.4 -0.1 0.2
Cl -1.892 0.324 -1.856 0.2 0.6 -0.1
C 3.101 -1.499 0.075 -1.0 0.8 -0.5
O 2.301 -0.715 -0.518 1.6 -1.2 0.7
N 4.405 -1.527 -0.166 0.3 0.3 -0.2
C 5.024 -0.558 -1.063 0.1 -0.2 0.0
C 5.294 -2.439 0.533 -0.3 -0.3 0.2
H 2.739 -2.175 0.864 0.0 0.1 -0.2
H 4.254 0.096 -1.472 0.1 0.0 0.1
H 5.528 -1.077 -1.884 -0.1 0.0 0.1
H 5.779 0.010 -0.504 -0.2 0.0 -0.1
H 4.682 -3.026 1.219 0.2 0.0 0.1
H 6.063 -1.902 1.092 -0.1 0.1 0.0
H 5.804 -3.130 -0.144 -0.2 0.2 -0.1
H 1.885 2.519 -4.778 -0.1 -0.2 0.1
H -0.196 4.348 -4.546 -0.1 -0.3 0.1
C 1.193 1.837 -4.267 0.1 0.3 0.1
C -0.700 3.479 -4.095 0.0 -0.1 0.2
N 0.268 2.607 -3.442 0.0 -0.1 0.1
H 1.754 1.152 -3.621 -0.2 0.2 -0.2
C 0.132 2.368 -2.146 0.5 -1.2 1.1
O 0.920 1.676 -1.432 -0.3 1.4 -1.7
H -1.383 3.828 -3.307 0.0 0.0 -0.5
H -0.779 2.755 -1.680 0.2 0.4 -0.2
H 0.622 1.289 -5.028 0.1 0.0 0.3
H -1.250 2.924 -4.868 0.1 0.2 0.3
C 1.359 4.873 2.342 -0.3 -0.6 0.0
C 0.191 4.250 2.820 0.2 -0.3 -0.3
C -0.121 2.966 2.355 0.4 -0.2 -0.3
N 0.661 2.299 1.471 0.3 0.9 0.5
C 1.825 2.872 1.075 -0.9 0.1 0.6
C 2.199 4.152 1.484 -0.1 -0.4 -0.1
H 1.615 5.884 2.645 0.0 -0.2 0.0
H -0.490 4.702 3.549 0.4 0.0 -0.4
H -1.020 2.430 2.696 0.5 0.3 -0.2
H 2.452 2.276 0.409 -0.2 0.3 0.1
H 3.152 4.515 1.095 -0.4 0.2 0.3
```
Positions in Å, forces in eV/Å.